# 1
ORCA calculation (ωB97M-V/def2-TZVPD) on the molecule C5H8IP in a non-equilibrium geometry.

electronic energy = -834.297014 Ha
gap between HOMO and LUMO = 8.63 eV
LUMO energy = 0.19 eV

Geometry as ORCA input:
```
! RIJCOSX wB97M-V def2-TZVPD def2/J DEFGRID3
* xyz 0 1
C -1.262 0.219 0.178
C 0.115 0.326 -0.241
C -1.744 -0.673 1.284
C 0.854 1.458 -0.365
C 0.879 -0.926 -0.738
P -2.669 -1.186 -0.302
I -4.611 0.220 -0.081
H -1.629 1.219 0.170
H -0.968 -1.511 1.627
H -2.481 -0.195 2.046
H 1.879 1.430 -0.555
H 0.443 2.453 -0.359
H 1.423 -0.611 -1.704
H 0.208 -1.732 -0.860
H 1.673 -1.250 -0.100
*
```


# 2
ORCA calculation (ωB97M-V/def2-TZVPD) on a structure of composition C5H8KMgO4 in a non-equilibrium geometry.

electronic energy = -1296.208197 Ha
gap between HOMO and LUMO (alpha / beta) = 5.17 / 5.64 eV
⟨S²⟩ = 0.752
LUMO energy (alpha / beta) = -0.17 / -0.28 eV

Geometry as ORCA input:
```
! RIJCOSX wB97M-V def2-TZVPD def2/J DEFGRID3
* xyz 0 2
O 2.788 0.575 0.164
C 2.298 -0.775 0.148
C 1.154 -0.961 1.153
H 1.939 -1.006 -0.875
H 3.128 -1.496 0.274
H 1.396 -1.623 2.002
H 0.369 -1.606 0.730
O -0.623 0.625 -1.162
C -0.494 0.832 0.171
C -1.981 0.278 -1.461
O 0.264 1.766 0.525
O -1.640 0.605 0.810
C -2.544 -0.068 -0.080
H -1.959 -0.574 -2.148
H -2.459 1.148 -1.924
H -2.499 -1.142 0.137
H -3.550 0.324 0.092
Mg 1.900 1.949 -0.888
K 2.513 1.148 2.332
*
```


# 3
ORCA calculation (ωB97M-V/def2-TZVPD) on a structure of composition C5H8LiNdO3 in a non-equilibrium geometry.

electronic energy = -988.765853 Ha
gap between HOMO and LUMO (alpha / beta) = 3.90 / 5.40 eV
⟨S²⟩ = 6.026
LUMO energy (alpha / beta) = -16.37 / -14.87 eV

Geometry as ORCA input:
```
! RIJCOSX wB97M-V def2-TZVPD def2/J DEFGRID3
* xyz 3 5
C 1.202 -3.837 0.597
C 1.828 -3.967 -0.573
H 1.692 -3.363 1.456
H 0.194 -4.259 0.728
H 1.689 -4.652 -1.418
Nd 2.384 -1.519 -1.558
O -0.234 1.750 0.577
Li 0.442 2.824 2.275
O 1.462 1.232 1.818
C 0.777 0.899 0.845
O 0.984 -0.062 0.063
C -0.968 1.694 -0.660
C -2.246 2.472 -0.472
H -0.351 2.131 -1.457
H -1.159 0.644 -0.917
H -2.117 3.256 0.286
H -2.513 2.948 -1.426
H -3.066 1.811 -0.163
*
```


# 4
ORCA calculation (ωB97M-V/def2-TZVPD) on a structure of composition C5H8LiO4Sm in a non-equilibrium geometry.

electronic energy = -1161.485155 Ha
gap between HOMO and LUMO (alpha / beta) = 4.31 / 4.43 eV
⟨S²⟩ = 12.007
LUMO energy (alpha / beta) = -5.55 / -5.44 eV

Geometry as ORCA input:
```
! RIJCOSX wB97M-V def2-TZVPD def2/J DEFGRID3
* xyz 1 7
C -0.167 -3.271 -0.506
C 0.004 -2.008 0.329
O -1.115 -1.246 0.421
Li -1.510 -0.041 1.667
H 0.787 -3.806 -0.633
H -0.885 -3.956 -0.027
H -0.545 -3.013 -1.509
H 0.817 -1.285 -0.189
H 0.391 -2.301 1.334
O 0.180 2.631 -1.668
C -1.202 2.070 1.231
C 0.741 1.609 -1.249
O -1.877 3.080 1.033
O 0.167 2.401 0.904
C 0.916 1.416 0.228
Sm -0.632 4.796 -0.427
H 1.408 1.033 -1.914
H 1.982 1.491 0.491
H 0.539 0.399 0.483
*
```


# 5
ORCA calculation (ωB97M-V/def2-TZVPD) on the ion C5H8N with charge +1 in a non-equilibrium geometry.

electronic energy = -249.625217 Ha
gap between HOMO and LUMO = 10.29 eV
LUMO energy = -5.35 eV

Geometry as ORCA input:
```
! RIJCOSX wB97M-V def2-TZVPD def2/J DEFGRID3
* xyz 1 1
C 1.105 -0.512 0.072
C 0.061 -1.528 -0.051
C 1.433 1.046 0.165
C -0.565 -0.402 0.507
C -1.452 0.472 -0.301
N 2.247 -0.049 -0.208
H -0.008 -1.747 -1.139
H 0.188 -2.461 0.425
H 1.151 1.783 -0.568
H 1.536 1.426 1.173
H -0.741 -0.265 1.565
H -1.596 0.008 -1.310
H -0.908 1.426 -0.561
H -2.452 0.804 0.231
*
```


# 6
ORCA calculation (ωB97M-V/def2-TZVPD) on the ion C5H8N with charge +1 in a non-equilibrium geometry.

electronic energy = -249.649207 Ha
gap between HOMO and LUMO = 12.91 eV
LUMO energy = -4.33 eV

Geometry as ORCA input:
```
! RIJCOSX wB97M-V def2-TZVPD def2/J DEFGRID3
* xyz 1 1
C -0.131 1.410 0.466
C -0.954 0.866 -1.510
C -0.131 -0.791 -0.268
C -1.109 0.389 -0.096
C 0.757 -1.317 0.871
N 0.245 0.713 -0.759
H -0.340 2.450 0.543
H 0.657 1.037 1.222
H -1.117 0.412 -2.491
H -1.136 1.924 -1.642
H -0.080 -1.442 -1.094
H 0.171 -1.456 1.799
H 1.517 -0.494 1.060
H 1.225 -2.367 0.675
*
```


# 7
ORCA calculation (ωB97M-V/def2-TZVPD) on the ion C5H8N with charge +1 in a non-equilibrium geometry.

electronic energy = -249.660695 Ha
gap between HOMO and LUMO = 12.52 eV
LUMO energy = -3.39 eV

Geometry as ORCA input:
```
! RIJCOSX wB97M-V def2-TZVPD def2/J DEFGRID3
* xyz 1 1
C -0.357 -0.709 1.115
C -1.021 0.663 -0.931
C 1.281 -0.132 -0.819
C -0.791 0.540 0.503
C 0.903 -0.142 0.557
N 0.429 0.975 -0.687
H -0.198 -0.725 2.137
H -0.873 -1.622 0.776
H -1.102 -0.088 -1.639
H -1.616 1.527 -1.026
H 2.328 0.223 -0.908
H 0.872 -1.041 -1.327
H -0.768 1.318 1.197
H 1.485 0.551 1.231
*
```


# 8
ORCA calculation (ωB97M-V/def2-TZVPD) on the ion C5H8N with charge +1 in a non-equilibrium geometry.

electronic energy = -249.669560 Ha
gap between HOMO and LUMO = 8.55 eV
LUMO energy = -6.57 eV

Geometry as ORCA input:
```
! RIJCOSX wB97M-V def2-TZVPD def2/J DEFGRID3
* xyz 1 1
C -0.049 -1.758 -0.883
C -0.068 -1.180 0.436
C -0.170 0.494 -1.243
C 0.023 0.310 0.187
C 0.255 1.360 1.167
N -0.120 -0.735 -1.902
H -0.094 -2.704 -1.245
H -1.048 -1.377 0.731
H 0.756 -1.522 1.017
H -1.226 0.919 -1.288
H 0.685 1.188 -1.439
H -0.158 1.250 2.212
H -0.020 2.451 0.730
H 1.233 1.304 1.518
*
```


# 9
ORCA calculation (ωB97M-V/def2-TZVPD) on the ion C5H8N with charge +1 in a non-equilibrium geometry.

electronic energy = -249.617863 Ha
gap between HOMO and LUMO = 11.92 eV
LUMO energy = -3.99 eV

Geometry as ORCA input:
```
! RIJCOSX wB97M-V def2-TZVPD def2/J DEFGRID3
* xyz 1 1
C -2.004 -0.746 -0.041
C -1.665 0.748 0.284
C 0.630 0.486 0.530
C -0.670 -0.284 0.572
C 1.938 -0.137 0.116
N -0.517 0.828 -0.542
H -2.685 -1.437 0.454
H -1.945 -1.011 -1.113
H -2.043 1.682 0.800
H 0.704 1.237 1.242
H 1.781 -0.878 -0.614
H 2.378 -0.626 1.041
H 2.537 0.562 -0.271
H -0.382 0.884 -1.594
*
```


# 10
ORCA calculation (ωB97M-V/def2-TZVPD) on a structure of composition C5H8N in a non-equilibrium geometry.

electronic energy = -249.652455 Ha
gap between HOMO and LUMO (alpha / beta) = 6.71 / 8.87 eV
LUMO energy (alpha / beta) = -5.70 / -4.76 eV

Geometry as ORCA input:
```
! RIJCOSX wB97M-V def2-TZVPD def2/J DEFGRID3
* xyz 1 1
C 0.302 -0.085 -0.346
C 1.357 1.008 -0.069
C 1.508 -0.965 -0.055
C -0.931 -0.100 0.443
C -2.245 0.066 -0.135
N 2.330 0.078 0.104
H 0.094 -0.121 -1.422
H 1.284 1.972 0.392
H 1.667 -2.009 0.114
H -0.839 -0.236 1.512
H -2.769 -0.900 -0.131
H -2.220 0.425 -1.162
H -2.868 0.708 0.490
H 3.328 0.159 0.264
*
```